Below is C18H58Cd3N4O11 as an isolated structure at a distorted geometry, with properties calculated with wB97M-V/def2-TZVPD.

Computed properties:
**ΔE to the lowest compared entry with this formula, charge and spin**: 0.0 kcal/mol
**E_HOMO**: -16.818 eV
**E_LUMO**: -14.055 eV
**HOMO-LUMO gap**: 2.7625 eV
**Charge**: +4

CARTESIAN COORDINATES (ANGSTROEM)
Cd 2.90956 0.72343 -3.43909
Cd -2.02668 -3.52887 -0.22128
Cd -0.54857 -1.67644 -3.38782
O 1.21677 -0.52652 -2.84733
C 1.49176 -1.20307 -1.58245
C 0.26183 -1.49792 -0.68231
O -0.82430 -2.20700 -1.27281
H 2.16834 -0.53977 -1.03976
H 2.03502 -2.14231 -1.74096
H -0.11228 -0.54552 -0.28885
H 0.66300 -2.03332 0.18667
C -2.67898 6.16496 0.45215
C -2.87947 4.64332 0.29763
C -1.56674 3.84822 0.39131
O -0.93537 3.86343 -0.88246
C -0.22150 2.70099 -1.14874
N -3.79940 4.12423 1.30799
H -3.58086 6.71451 0.18007
H -1.84136 6.51991 -0.14758
H -2.54255 6.39492 1.51080
H -3.26849 4.45468 -0.70664
H -1.81492 2.85899 0.79005
H -0.90014 4.29677 1.13752
H 0.32449 2.82729 -2.08489
H -0.89927 1.83850 -1.20456
H 0.53255 2.48591 -0.37332
H -4.68824 4.59882 1.16617
H -3.52593 4.38279 2.25042
C 4.06132 -3.88110 -2.62672
C 4.51781 -3.50225 -1.20986
C 5.20836 -4.61843 -0.43565
O 4.28180 -5.69792 -0.39811
C 4.70932 -6.73559 0.48186
N 5.41622 -2.33583 -1.39996
H 4.92065 -4.20262 -3.21690
H 3.59524 -3.04720 -3.15993
H 3.31819 -4.67845 -2.56884
H 3.66529 -3.11703 -0.63406
H 5.41585 -4.26802 0.57690
H 6.07568 -4.95933 -1.00642
H 4.02585 -7.56204 0.28995
H 4.67748 -6.42191 1.52728
H 5.70592 -7.09565 0.21161
H 5.91833 -2.11249 -0.53913
H 6.12412 -2.64789 -2.06616
C -3.27739 0.55386 0.01591
C -4.11646 0.89460 -1.23848
C -5.30456 1.76772 -0.79388
O -6.32300 1.90119 -1.76395
C -6.87845 0.67773 -2.20383
N -3.35562 1.46190 -2.32036
H -3.73873 -0.28641 0.53907
H -3.29456 1.38020 0.73055
H -2.26215 0.30745 -0.31045
H -4.50706 -0.08716 -1.52009
H -4.97610 2.72001 -0.37266
H -5.85274 1.30715 0.04841
H -7.88052 0.83549 -2.60573
H -6.86925 -0.04279 -1.38725
H -6.38621 0.34733 -3.12948
H -2.91951 2.32927 -1.99647
H -3.98735 1.79869 -3.04784
C -0.46151 0.72466 2.39394
C -0.08170 -0.14648 3.59196
C 0.59860 0.67306 4.68023
O 1.74570 1.20148 4.04976
C 2.59130 1.95167 4.90981
N -1.36987 -0.84213 3.96438
H -1.22706 1.43915 2.71706
H -0.93431 0.16371 1.58842
H 0.37952 1.35583 2.09895
H 0.53891 -0.98577 3.26244
H 0.84653 0.08528 5.56994
H -0.03190 1.49806 5.03799
H 3.47621 2.22762 4.34067
H 2.91120 1.40516 5.79944
H 2.06657 2.86514 5.20644
H -1.12380 -1.58598 4.61964
H -1.89336 -0.18114 4.53939
O 2.89749 2.23876 -1.90025
H 2.62183 2.22385 -0.96880
H 3.57659 2.93684 -1.94423
O 4.67377 0.03844 -2.55304
H 5.18749 0.64840 -2.00105
H 4.85823 -0.88972 -2.16794
O -2.12057 -2.66651 1.69521
H -1.62241 -1.89359 2.05548
H -2.47454 -3.10958 2.48569
O 1.43819 1.88932 -4.51216
H 0.56850 2.17217 -4.18378
H 1.36211 1.90787 -5.48298
O -0.74955 -4.94686 0.63135
H -1.09728 -5.80840 0.93593
H 0.19309 -5.11373 0.45084